[1]
80
Properties=species:S:1:pos:R:3:forces:R:3:mulliken_spin:R:1 method="wB97M-V/def2-TZVPD" lumo_ev="4.645 / 4.645" gap_ev="4.0 / 4.4" s_squared=8.757 homo_energy_ev="0.687 / 0.271" spin_multiplicity=6 charge=-2
Mn -0.616 1.264 -1.520 0.23 -0.16 -0.05 4.8012
C -4.386 1.939 0.906 -0.05 -0.01 -0.01 0.0132
C -3.227 2.078 -0.108 0.02 -0.02 0.05 -0.1220
C -2.055 2.710 0.635 -0.03 0.03 0.04 0.0467
C -1.096 3.374 -0.067 0.05 0.06 -0.08 -0.0597
C -1.259 3.653 -1.458 0.00 0.06 0.05 0.1279
C -2.622 3.662 -1.907 0.03 0.00 -0.02 -0.0245
C -3.603 3.043 -1.213 0.01 0.02 0.00 0.0349
H -4.608 2.926 1.323 0.00 0.00 0.00 -0.0090
H -4.113 1.282 1.736 0.03 0.00 0.00 0.0017
H -5.305 1.548 0.464 0.03 0.02 0.01 0.0045
H -1.957 2.538 1.703 0.00 0.00 0.02 0.0264
H -0.185 3.704 0.431 -0.08 0.03 -0.01 0.0117
H -0.517 4.247 -1.978 0.03 -0.05 0.00 -0.0053
H -2.872 4.219 -2.809 0.01 0.00 0.00 0.0015
H -4.641 3.103 -1.532 0.00 0.03 0.01 0.0056
C -1.128 -0.360 -5.854 0.04 -0.01 0.10 0.0031
C -1.545 0.002 -4.437 0.13 -0.09 0.17 -0.0076
N -2.041 -1.013 -3.668 -0.20 0.19 -0.18 0.0150
O -1.352 1.117 -3.997 -0.18 -0.07 -0.26 0.0212
H -1.742 -1.146 -6.296 -0.02 0.00 0.01 -0.0005
H -0.094 -0.708 -5.810 -0.01 0.02 -0.02 0.0004
H -1.161 0.538 -6.466 -0.01 0.00 -0.01 -0.0001
H -2.438 -1.800 -4.155 0.11 -0.01 0.02 -0.0027
H -2.575 -0.671 -2.847 0.03 -0.07 -0.05 -0.0198
C 3.160 -0.887 -1.795 -0.05 -0.09 -0.13 0.0025
C 3.914 -0.354 -0.583 -0.01 0.12 0.10 -0.0026
C 4.967 -1.364 -0.123 0.03 0.00 -0.02 -0.0003
C 4.564 0.983 -0.929 -0.01 0.03 -0.04 -0.0011
O 3.065 -0.106 0.533 0.06 -0.12 -0.04 0.0096
Si 1.504 -0.646 0.758 0.00 0.04 -0.13 0.0626
O 0.437 -0.047 -0.203 -0.08 -0.04 0.18 0.0288
O 1.658 -2.316 0.697 0.00 0.03 0.05 -0.0017
C 1.095 -3.340 1.486 0.05 0.01 -0.08 0.0003
C -0.375 -3.069 1.791 -0.06 0.03 0.04 0.0004
C 1.221 -4.618 0.657 0.00 -0.02 0.01 -0.0001
C 1.896 -3.482 2.782 0.00 -0.04 0.04 0.0004
O 1.269 -0.369 2.388 0.00 -0.09 0.07 0.0230
C 1.404 0.845 3.106 -0.02 0.02 -0.06 0.0010
C 1.255 2.057 2.193 -0.07 0.01 0.07 -0.0220
C 2.778 0.838 3.776 0.01 0.03 0.03 -0.0014
C 0.294 0.846 4.154 0.01 0.01 0.00 0.0005
H 3.864 -1.011 -2.627 -0.01 0.01 0.01 -0.0002
H 2.360 -0.207 -2.106 0.03 0.09 0.05 0.0011
H 2.725 -1.865 -1.574 0.00 0.00 0.03 -0.0002
H 5.674 -1.586 -0.927 0.00 0.00 0.00 -0.0001
H 4.471 -2.288 0.179 -0.02 -0.01 0.00 -0.0001
H 5.519 -0.969 0.735 -0.02 0.00 0.00 0.0002
H 5.293 0.868 -1.735 0.01 -0.01 0.00 -0.0002
H 5.069 1.391 -0.049 0.00 -0.01 0.01 0.0001
H 3.792 1.681 -1.254 -0.03 -0.01 -0.01 -0.0003
H -0.927 -2.930 0.863 -0.02 0.02 -0.04 -0.0006
H -0.482 -2.160 2.383 0.01 0.02 0.00 -0.0008
H -0.813 -3.904 2.346 0.01 -0.01 -0.01 -0.0001
H 0.664 -4.504 -0.274 0.00 0.00 -0.01 0.0001
H 0.835 -5.485 1.200 0.00 0.01 0.01 0.0001
H 2.270 -4.793 0.410 0.00 0.00 0.00 -0.0001
H 1.842 -2.553 3.348 0.00 0.03 -0.01 0.0001
H 2.943 -3.686 2.547 0.00 0.01 -0.01 0.0001
H 1.507 -4.302 3.395 0.00 0.00 -0.01 -0.0001
H 2.080 2.111 1.482 0.01 -0.02 -0.03 -0.0047
H 1.236 2.977 2.785 0.02 0.00 0.00 -0.0001
H 0.324 1.983 1.629 0.06 -0.02 0.04 0.0112
H 3.549 0.753 3.010 -0.01 0.00 -0.01 -0.0003
H 2.861 -0.018 4.451 0.00 -0.01 0.00 0.0003
H 2.941 1.755 4.351 -0.01 0.00 0.00 0.0001
H -0.677 0.852 3.656 0.00 0.00 -0.01 -0.0002
H 0.362 1.725 4.802 0.01 0.01 0.00 0.0001
H 0.366 -0.054 4.769 0.00 -0.01 0.01 -0.0001
C -4.956 0.060 -1.602 -0.06 -0.11 -0.04 -0.0005
O -3.596 0.277 -1.845 -0.03 0.07 0.09 0.0093
C -2.704 0.742 -0.742 -0.08 0.08 0.01 0.0505
C -2.635 -0.375 0.284 0.08 -0.12 0.03 -0.0864
H -5.148 -0.521 -0.690 0.03 0.02 -0.01 -0.0007
H -5.357 -0.504 -2.455 0.01 -0.03 0.02 0.0002
H -5.522 0.996 -1.535 0.05 0.02 -0.01 0.0004
H -3.585 -0.636 0.786 -0.02 0.03 -0.02 -0.0147
H -1.912 -0.106 1.057 -0.02 0.03 0.04 0.0026
H -2.246 -1.289 -0.174 0.03 -0.01 -0.03 0.0294
F 1.046 1.359 -2.643 -0.03 0.04 0.06 0.0408

[2]
81
Properties=species:S:1:pos:R:3:forces:R:3:nbo_charge:R:1 method="wB97M-V/def2-TZVPD" lumo_ev=-2.123 relative_energy_kj_mol=21.0 gap_ev=9.8 homo_energy_ev=-11.912 spin_multiplicity=1 charge=+1
Cd -0.573 -0.197 0.788 0.07 -0.04 0.28 1.7503
C 0.914 3.650 -3.191 0.00 -0.02 0.01 -0.6372
C 1.021 2.292 -2.492 0.00 0.00 0.01 -0.0295
C 1.247 1.232 -3.587 0.00 -0.01 0.04 -0.4432
C 1.209 -0.291 -3.286 0.00 0.00 -0.05 0.1719
C 2.464 -0.968 -3.821 -0.01 0.02 0.02 -0.6373
C -0.008 -0.935 -3.953 -0.01 -0.03 0.00 -0.6410
N 1.039 -0.552 -1.781 -0.01 -0.04 0.13 -0.6961
C 2.239 -0.801 -0.911 0.00 -0.02 0.03 -0.2598
C 2.552 0.261 0.148 -0.14 0.02 0.04 -0.2386
N 1.806 0.170 1.429 0.07 -0.16 -0.08 -0.5431
C 2.119 -1.130 2.077 -0.01 -0.04 0.01 -0.3631
C 1.243 -2.321 1.657 0.05 0.31 -0.03 0.7631
O 1.783 -3.396 1.496 -0.11 -0.13 0.05 -0.6275
O -0.024 -2.071 1.554 0.07 -0.18 -0.10 -0.9145
C 2.188 1.282 2.388 0.01 0.02 0.06 -0.0372
C 3.595 1.840 2.174 0.02 0.02 0.07 -0.6344
C 1.215 2.457 2.563 0.03 -0.01 -0.04 -0.4299
C -0.262 2.199 2.881 -0.01 -0.02 -0.06 0.1450
C -0.844 3.458 3.533 0.01 -0.01 -0.01 -0.6363
C -0.428 1.029 3.848 -0.05 0.04 -0.03 -0.6366
N -1.046 1.842 1.650 -0.02 0.20 0.07 -0.7585
C -1.193 2.879 0.597 0.05 -0.06 -0.06 -0.2398
C -0.115 2.994 -0.483 -0.05 -0.02 0.02 -0.2332
N -0.100 1.984 -1.554 0.03 -0.03 0.00 -0.5006
C -1.396 1.877 -2.236 0.02 -0.03 -0.05 -0.3744
C -2.299 0.719 -1.783 -0.05 -0.03 0.07 0.7773
O -3.198 0.405 -2.538 0.01 0.01 0.00 -0.6269
O -2.066 0.167 -0.638 -0.08 -0.01 -0.19 -0.9503
H 1.730 3.756 -3.905 -0.01 0.01 -0.01 0.2325
H 0.986 4.486 -2.499 -0.01 0.01 0.01 0.2202
H -0.023 3.733 -3.744 0.00 0.00 0.00 0.2216
H 1.919 2.322 -1.867 0.00 -0.03 0.04 0.1910
H 2.227 1.474 -4.002 -0.01 -0.01 -0.02 0.2342
H 0.540 1.417 -4.397 -0.01 0.00 0.00 0.2291
H 2.444 -0.891 -4.908 0.01 -0.01 0.00 0.2470
H 2.496 -2.028 -3.563 -0.01 0.00 0.00 0.2299
H 3.383 -0.486 -3.486 0.01 0.00 -0.02 0.2130
H 0.020 -0.725 -5.022 0.01 0.02 0.00 0.2356
H -0.955 -0.561 -3.564 -0.01 0.01 0.02 0.2374
H 0.011 -2.017 -3.819 -0.02 0.00 0.00 0.2326
H 0.384 -1.369 -1.691 -0.03 0.00 -0.03 0.4989
H 0.516 0.296 -1.445 0.01 0.04 -0.04 0.4829
H 3.107 -0.882 -1.556 0.01 0.06 0.01 0.2404
H 2.119 -1.784 -0.457 -0.02 -0.02 -0.01 0.2516
H 2.398 1.256 -0.266 0.00 0.03 -0.03 0.2082
H 3.622 0.157 0.345 0.02 0.01 -0.01 0.2129
H 1.937 -1.040 3.148 0.03 0.03 -0.02 0.2309
H 3.170 -1.402 1.945 0.00 0.01 -0.04 0.2142
H 2.214 0.799 3.362 -0.06 -0.04 -0.01 0.2097
H 3.688 2.403 1.244 0.00 0.01 0.01 0.2052
H 4.357 1.061 2.191 -0.01 -0.02 -0.02 0.2238
H 3.821 2.524 2.991 0.02 0.00 -0.01 0.2374
H 1.310 3.190 1.762 -0.02 -0.02 -0.03 0.2065
H 1.608 2.974 3.444 0.01 0.04 -0.03 0.2362
H -0.412 3.594 4.524 -0.01 0.00 0.01 0.2335
H -1.927 3.372 3.649 0.00 0.00 0.01 0.2192
H -0.628 4.361 2.961 0.01 0.01 0.01 0.2158
H 0.123 1.217 4.770 0.00 -0.01 0.01 0.2362
H -0.072 0.084 3.430 -0.01 0.00 0.01 0.2099
H -1.480 0.903 4.115 0.01 0.00 0.02 0.2263
H -1.995 1.686 1.985 0.01 -0.05 -0.02 0.3958
H -1.271 3.863 1.060 0.00 0.01 0.01 0.2109
H -2.151 2.693 0.115 0.00 0.00 0.01 0.2340
H 0.883 3.010 -0.049 0.01 0.03 0.00 0.2002
H -0.284 3.984 -0.922 0.01 0.01 -0.01 0.2034
H -1.249 1.730 -3.303 0.01 0.04 -0.01 0.2346
H -1.978 2.801 -2.141 0.00 0.00 -0.02 0.2228
C -2.651 -3.704 -0.720 -0.02 -0.01 -0.02 -0.4235
C -1.467 -4.612 -0.335 0.02 -0.01 0.00 -0.4354
C -0.260 -3.948 -1.007 0.00 -0.01 -0.02 -0.0848
O -0.712 -2.635 -1.408 0.08 -0.01 -0.03 -0.6001
C -2.080 -2.832 -1.823 -0.01 0.03 0.06 -0.0817
H -2.945 -3.075 0.121 -0.01 0.00 0.00 0.2111
H -3.527 -4.259 -1.052 0.00 -0.01 0.01 0.2264
H -1.602 -5.627 -0.706 0.01 -0.01 0.01 0.2167
H -1.328 -4.660 0.743 -0.01 0.01 0.00 0.2322
H 0.044 -4.493 -1.907 -0.01 0.00 -0.01 0.1679
H 0.589 -3.835 -0.340 0.01 0.00 0.01 0.2253
H -2.082 -3.352 -2.788 0.00 0.00 -0.01 0.1679
H -2.567 -1.867 -1.922 0.03 0.05 -0.02 0.2341